Below is a molecular structure, C30H55B2F8N10, with properties calculated with ωB97M-V/def2-TZVPD.

Calculated values
LUMO energy (eV): -7.5
Electronic energy (Ha): -2570.91107
Total charge: +3
Relative energy (zero: lowest compared OMol25 entry of this formula, charge and spin) (kcal/mol): 693.98
Gap between HOMO and LUMO (Ha): 0.3064

```
105
Properties=species:S:1:pos:R:3:mulliken_charge:R:1
C -23.30 -2.41 -6.37 -1.02
C -22.92 -2.99 -7.72 -0.52
N -22.89 -4.45 -7.52 0.23
C -24.07 -5.22 -7.22 -0.61
C -23.59 -6.44 -7.41 -0.85
N -22.18 -6.52 -7.56 0.38
C -21.79 -5.26 -7.73 -0.40
C -21.37 -7.76 -7.70 -0.44
H -22.34 -2.39 -5.84 0.32
H -24.04 -2.98 -5.81 0.26
H -23.60 -1.37 -6.44 0.40
H -21.93 -2.68 -8.08 0.40
H -23.59 -2.72 -8.54 0.32
H -25.03 -4.73 -7.11 0.73
H -24.09 -7.38 -7.56 0.04
H -20.77 -4.95 -7.95 0.52
H -21.17 -7.93 -8.76 0.40
H -21.91 -8.61 -7.30 -0.08
H -20.38 -7.56 -7.27 0.46
C -27.46 -11.48 -5.61 0.20
C -28.18 -10.31 -4.88 -1.04
N -27.45 -9.10 -5.01 0.26
C -27.95 -7.95 -5.54 -0.47
C -27.03 -6.93 -5.45 -1.04
N -25.85 -7.48 -4.78 0.20
C -26.18 -8.81 -4.50 -0.48
C -24.55 -6.85 -4.53 0.10
H -26.45 -11.48 -5.20 -0.28
H -27.43 -11.38 -6.69 -0.11
H -27.92 -12.42 -5.30 0.64
H -28.31 -10.45 -3.81 0.51
H -29.17 -10.10 -5.31 0.32
H -28.99 -7.95 -5.81 0.98
H -27.09 -5.87 -5.68 0.58
H -25.57 -9.46 -3.91 0.98
H -23.78 -7.62 -4.54 -1.05
H -24.57 -6.31 -3.57 0.89
H -24.34 -6.08 -5.27 -0.22
C -22.45 -13.52 -11.23 -1.13
C -21.59 -13.76 -10.04 -0.64
N -22.02 -12.89 -9.01 0.25
C -21.43 -11.68 -8.71 -1.13
C -22.21 -11.22 -7.63 0.24
N -23.35 -12.02 -7.48 0.67
C -23.13 -13.10 -8.21 -0.18
C -24.41 -11.87 -6.52 -0.71
H -22.55 -12.49 -11.55 0.32
H -23.47 -13.89 -11.09 0.33
H -22.13 -14.07 -12.12 0.42
H -20.53 -13.63 -10.21 0.39
H -21.69 -14.77 -9.65 0.36
H -20.45 -11.40 -9.06 0.54
H -21.99 -10.35 -7.03 0.20
H -23.72 -14.00 -8.26 0.52
H -25.30 -12.43 -6.82 0.54
H -24.81 -10.86 -6.43 -0.69
H -24.11 -12.18 -5.52 0.13
C -25.39 -7.29 -7.74 -1.58
C -25.39 -8.53 -8.77 -1.24
N -26.57 -9.44 -8.60 0.41
C -26.77 -10.62 -9.22 -0.23
C -27.89 -11.28 -8.77 -0.90
N -28.56 -10.30 -8.04 0.24
C -27.69 -9.26 -7.81 -0.85
C -29.81 -10.37 -7.43 -1.13
H -24.83 -6.51 -8.26 0.99
H -24.95 -7.44 -6.76 0.35
H -26.36 -6.80 -7.67 1.22
H -24.48 -9.13 -8.74 0.42
H -25.50 -8.11 -9.77 0.74
H -26.18 -10.94 -10.07 0.63
H -28.43 -12.21 -8.91 0.56
H -27.90 -8.37 -7.24 0.85
H -30.66 -10.32 -8.12 0.43
H -30.13 -9.64 -6.68 0.39
H -29.91 -11.33 -6.93 0.47
C -20.48 -6.69 -4.50 -1.68
C -21.84 -7.35 -4.89 0.16
N -22.43 -8.14 -3.86 1.12
C -22.88 -7.85 -2.60 -0.31
C -23.24 -9.11 -1.94 -1.18
N -23.07 -10.09 -2.82 0.46
C -22.47 -9.49 -3.92 -0.41
C -23.39 -11.52 -2.62 -0.82
H -19.70 -7.44 -4.60 0.36
H -20.55 -6.30 -3.48 0.39
H -20.22 -5.88 -5.19 0.38
H -21.89 -7.84 -5.86 -0.65
H -22.47 -6.46 -4.97 0.43
H -22.68 -6.92 -2.07 0.54
H -23.63 -9.28 -0.95 0.58
H -22.14 -10.03 -4.80 0.00
H -23.10 -11.68 -1.58 0.45
H -22.73 -12.14 -3.22 0.29
H -24.45 -11.74 -2.80 0.24
B -23.80 -9.25 -6.46 0.28
F -25.04 -9.58 -5.96 1.00
F -22.83 -10.04 -5.79 -1.04
F -23.63 -9.50 -7.82 0.05
F -23.54 -7.86 -6.33 -0.41
B -20.32 -10.52 -5.44 0.18
F -20.13 -9.83 -6.60 -0.34
F -19.22 -11.26 -5.20 -0.34
F -20.49 -9.60 -4.48 -0.19
F -21.38 -11.37 -5.61 -0.30
```

---

Below is 6 unconnected molecules or ions with the total composition C30H55ClN10, with properties calculated with ωB97M-V/def2-TZVPD.

Calculated values
LUMO energy (eV): -8.9
Electronic energy (Ha): -2182.50271
Total charge: +4
Relative energy (zero: lowest compared OMol25 entry of this formula, charge and spin) (kcal/mol): 102.98
Gap between HOMO and LUMO (Ha): 0.3024

```
96
Properties=species:S:1:pos:R:3:mulliken_charge:R:1
C -0.93 -4.86 1.49 -0.92
C 0.27 -5.26 0.63 -0.36
N 0.82 -6.48 1.12 0.20
C 2.04 -6.62 1.82 -0.37
C 2.19 -7.98 2.03 -0.32
N 0.95 -8.58 1.78 0.09
C 0.15 -7.64 1.20 -0.19
C 0.56 -9.99 2.04 -0.76
H -1.38 -5.74 1.94 0.50
H -1.71 -4.32 0.95 0.15
H -0.58 -4.19 2.27 0.22
H 1.01 -4.46 0.75 0.16
H 0.04 -5.22 -0.44 0.32
H 2.67 -5.75 1.89 0.39
H 3.07 -8.54 2.31 0.42
H -0.83 -7.72 0.76 0.45
H -0.22 -10.02 2.80 0.35
H 1.37 -10.54 2.52 0.32
H 0.16 -10.40 1.11 0.31
C -5.54 2.49 -2.61 -1.41
C -4.15 2.37 -1.90 -0.24
N -3.85 1.10 -1.12 0.29
C -2.68 0.57 -1.01 -0.78
C -2.71 -0.50 -0.13 -0.47
N -3.98 -0.45 0.43 0.17
C -4.69 0.54 -0.26 -0.26
C -4.53 -1.27 1.52 -0.83
H -5.79 1.60 -3.19 0.37
H -5.45 3.35 -3.27 0.40
H -6.39 2.74 -1.97 0.42
H -3.91 3.14 -1.17 0.36
H -3.46 2.51 -2.74 0.26
H -1.80 0.95 -1.52 0.78
H -1.99 -1.19 0.29 0.42
H -5.74 0.75 -0.19 0.46
H -4.82 -0.48 2.22 0.39
H -3.89 -2.11 1.82 0.24
H -5.45 -1.62 1.05 0.40
C -1.20 6.43 -2.37 -1.16
C -0.33 5.37 -3.08 -0.37
N 0.39 4.48 -2.15 0.13
C 1.74 4.22 -2.40 -0.74
C 1.92 3.18 -1.48 -0.51
N 0.75 2.83 -0.78 0.71
C -0.14 3.81 -1.13 -0.34
C 0.63 1.97 0.35 -0.77
H -1.43 7.09 -3.20 0.40
H -0.70 6.93 -1.54 0.33
H -2.20 6.05 -2.14 0.35
H 0.38 5.96 -3.66 0.32
H -0.90 4.80 -3.81 0.28
H 2.26 4.76 -3.17 0.52
H 2.80 2.64 -1.15 0.68
H -1.19 3.87 -0.87 0.47
H 1.31 2.35 1.11 0.66
H 0.68 0.91 0.08 -0.22
H -0.41 2.04 0.68 0.11
C 2.03 -0.36 -6.33 -1.07
C 2.70 0.70 -5.28 -0.44
N 2.55 0.15 -3.99 0.33
C 1.45 -0.42 -3.45 -0.47
C 1.67 -0.79 -2.18 -0.89
N 2.91 -0.38 -1.87 0.25
C 3.46 0.19 -2.97 -0.25
C 3.54 -0.31 -0.57 -0.75
H 1.74 -0.05 -7.33 0.39
H 1.16 -0.84 -5.87 0.33
H 2.75 -1.17 -6.34 0.35
H 2.32 1.71 -5.18 0.33
H 3.75 0.89 -5.52 0.38
H 0.51 -0.45 -3.98 0.47
H 1.11 -1.17 -1.33 0.70
H 4.39 0.74 -3.06 0.38
H 3.72 -1.36 -0.33 0.35
H 2.92 0.11 0.22 0.26
H 4.48 0.21 -0.73 0.33
C -1.62 1.07 3.29 -1.22
C -1.04 2.38 3.85 -0.20
N 0.33 2.33 4.11 0.33
C 1.23 1.33 3.89 -0.47
C 2.55 1.82 3.95 -0.71
N 2.46 3.04 4.51 0.17
C 1.12 3.30 4.63 -0.36
C 3.55 3.73 5.24 -0.81
H -1.00 0.54 2.57 0.12
H -2.64 1.03 2.90 0.33
H -1.76 0.41 4.14 0.44
H -1.44 2.67 4.82 0.42
H -1.19 3.14 3.08 0.31
H 0.84 0.33 3.74 0.57
H 3.51 1.32 4.01 0.50
H 0.66 4.15 5.12 0.47
H 3.43 3.68 6.33 0.37
H 3.69 4.79 4.99 0.34
H 4.49 3.26 4.98 0.32
Cl 0.47 -1.55 1.37 -0.66
```

---

Below is a molecular structure, C30H56B3NO16, with properties calculated with ωB97M-V/def2-TZVPD.

Calculated values
LUMO energy (eV): 0.4
Electronic energy (Ha): -2510.17001
Relative energy (zero: lowest compared OMol25 entry of this formula, charge and spin) (kcal/mol): 36.58
Gap between HOMO and LUMO (Ha): 0.3378

```
106
Properties=species:S:1:pos:R:3:mulliken_charge:R:1
C -1.75 3.72 0.83 -0.86
C -0.92 2.42 0.58 -0.14
C -1.76 1.23 0.02 -0.88
C -1.28 -0.17 0.57 -0.18
C -1.78 -1.27 -0.42 -0.73
C -1.79 -2.73 0.13 -0.55
C -0.84 -3.02 1.33 0.10
C 0.64 -3.37 0.91 -1.00
C 1.14 -2.60 -0.36 0.83
B 2.75 -2.57 -0.30 -0.04
O 3.47 -2.30 0.90 -0.49
B 4.37 -1.22 0.72 0.30
C 4.47 -0.05 1.83 -0.63
C 5.39 1.09 1.23 -0.31
N 5.46 2.30 2.05 -0.60
O 5.14 -1.16 -0.49 -0.41
B 4.32 -1.57 -1.57 0.33
C 4.14 -0.73 -2.93 -0.19
C 3.47 0.66 -2.59 -0.02
C 2.09 0.52 -1.89 -0.81
O 3.24 1.31 -3.86 -0.64
O 3.57 -2.80 -1.45 0.28
H -1.17 4.37 1.52 0.29
H -1.95 4.30 -0.08 -0.16
H -2.72 3.53 1.34 0.39
H -0.09 2.72 -0.10 0.07
H -0.45 2.14 1.54 0.36
H -1.73 1.20 -1.09 0.36
H -2.81 1.40 0.33 0.39
H -0.19 -0.17 0.72 0.28
H -1.82 -0.31 1.53 0.34
H -2.83 -1.00 -0.68 0.57
H -1.21 -1.16 -1.38 0.23
H -1.46 -3.39 -0.70 0.20
H -2.80 -3.10 0.40 0.16
H -0.83 -2.25 2.13 0.42
H -1.22 -3.95 1.82 -0.26
H 0.63 -4.45 0.63 0.32
H 1.30 -3.28 1.79 0.30
H 0.89 -3.11 -1.31 0.20
H 0.83 -1.54 -0.40 -0.99
H 3.47 0.35 2.09 0.25
H 4.90 -0.43 2.78 0.37
H 6.40 0.64 1.09 0.32
H 4.95 1.36 0.25 0.08
H 4.54 2.65 2.27 0.21
H 6.00 2.12 2.89 0.26
H 3.42 -1.27 -3.57 -0.19
H 5.08 -0.57 -3.49 0.50
H 4.16 1.33 -2.04 0.07
H 1.50 -0.29 -2.38 0.28
H 1.51 1.45 -2.02 0.54
H 2.15 0.28 -0.81 0.12
H 2.38 0.99 -4.12 0.41
C -3.84 -7.25 4.36 -1.54
C -3.75 -6.04 3.46 0.72
C -4.20 -4.75 4.10 -0.48
O -4.59 -3.98 2.96 -0.31
C -4.98 -4.86 2.00 0.65
O -5.53 -4.57 0.99 -0.53
O -4.65 -6.13 2.35 -0.37
H -3.07 -7.22 5.13 0.38
H -4.82 -7.31 4.84 0.36
H -3.72 -8.16 3.77 0.37
H -2.73 -5.95 3.05 0.13
H -3.40 -4.25 4.65 0.30
H -5.06 -4.87 4.75 0.35
C 3.57 -6.48 -4.44 -1.47
C 3.62 -5.25 -5.32 0.62
C 3.16 -3.98 -4.65 -0.09
O 2.73 -3.20 -5.76 -0.32
C 2.34 -4.07 -6.73 0.57
O 1.76 -3.77 -7.72 -0.55
O 2.70 -5.34 -6.41 -0.38
H 4.35 -6.45 -3.68 0.38
H 2.60 -6.56 -3.94 0.35
H 3.69 -7.38 -5.04 0.38
H 4.63 -5.13 -5.74 0.29
H 3.95 -3.48 -4.10 0.02
H 2.31 -4.13 -3.98 0.17
C -2.32 6.73 6.03 -1.48
C -1.90 5.49 5.27 0.60
C -1.76 4.26 6.12 -0.49
O -0.82 3.49 5.37 -0.31
C -0.05 4.38 4.67 0.66
O 0.94 4.09 4.09 -0.54
O -0.57 5.63 4.74 -0.36
H -3.37 6.67 6.32 0.39
H -1.72 6.87 6.92 0.35
H -2.18 7.62 5.41 0.36
H -2.58 5.32 4.42 0.23
H -2.70 3.72 6.23 0.30
H -1.34 4.46 7.10 0.31
C -3.52 7.40 -5.01 -1.46
C -2.80 6.76 -3.84 0.54
C -3.00 5.27 -3.73 -0.55
O -2.80 5.05 -2.33 -0.26
C -3.15 6.20 -1.69 0.60
O -3.28 6.30 -0.52 -0.51
O -3.34 7.20 -2.59 -0.37
H -3.03 7.14 -5.95 0.38
H -4.56 7.08 -5.05 0.35
H -3.52 8.48 -4.90 0.36
H -1.74 7.02 -3.86 0.25
H -2.28 4.70 -4.32 0.32
H -4.01 4.95 -3.99 0.31
```

---

Below is 6 unconnected molecules or ions with the total composition C30H56ClFN11O12P, with properties calculated with ωB97M-V/def2-TZVPD.

Calculated values
LUMO energy (eV): -1.1
SMILES: CCCCc1c(Cl)c(CCCCCOCC)c2c(c1C[C@@H](C)F)C(=O)C(COO)=C(P(=N)(O)O)C2=O.NC(N)=O.NC(N)=O.NC(N)=O.NC(N)=O.NC(N)=O
Electronic energy (Ha): -3583.47201
Gap between HOMO and LUMO (Ha): 0.2857

```
112
Properties=species:S:1:pos:R:3:mulliken_charge:R:1
C -2.25 -3.23 0.36 -1.39
C -1.78 -1.80 0.04 0.52
C -0.75 -1.71 -1.10 0.04
C 0.69 -1.46 -0.64 -2.33
C 0.85 -0.27 0.28 0.42
C 1.01 -0.52 1.66 0.68
Cl 0.99 -2.15 2.26 -0.15
C 1.18 0.51 2.60 0.17
C 1.35 0.17 4.06 -1.91
C 0.07 -0.32 4.81 -0.67
C -1.28 -0.07 4.14 -0.10
C -1.79 1.37 4.12 0.27
C -1.77 2.05 5.48 -0.67
O -2.75 3.09 5.55 -0.44
C -2.35 4.26 4.88 0.40
C -3.55 4.91 4.21 -1.34
C 1.17 1.82 2.08 0.66
C 1.03 2.11 0.71 -0.11
C 0.87 1.06 -0.21 0.62
C 0.73 1.25 -1.71 -0.68
C -0.68 1.65 -2.22 0.17
C -1.76 1.88 -1.18 -0.75
F -0.54 2.79 -3.02 -0.44
C 1.02 3.55 0.29 0.45
O 0.44 3.89 -0.71 -0.57
C 1.69 4.56 1.20 0.26
C 2.16 5.93 0.73 -1.76
O 1.79 6.34 -0.56 -0.21
O 0.59 7.09 -0.50 -0.38
C 1.82 4.25 2.50 0.48
P 2.57 5.36 3.74 1.14
N 2.93 4.70 5.09 -0.78
O 1.48 6.53 3.90 -0.54
O 3.84 6.05 3.04 -0.49
C 1.31 2.96 3.01 -0.05
O 0.96 2.91 4.16 -0.61
H -2.43 -3.79 -0.55 0.43
H -1.55 -3.71 1.03 0.31
H -3.20 -3.15 0.89 0.23
H -1.44 -1.35 0.96 -0.87
H -2.67 -1.24 -0.26 0.55
H -0.78 -2.64 -1.67 0.58
H -1.08 -0.94 -1.80 -0.20
H 1.28 -1.33 -1.54 0.34
H 1.03 -2.37 -0.19 0.68
H 2.06 -0.66 4.10 0.68
H 1.81 0.97 4.61 0.47
H 0.16 -1.40 4.90 0.52
H 0.10 0.08 5.82 0.42
H -2.02 -0.65 4.71 0.46
H -1.30 -0.48 3.14 -0.57
H -2.83 1.35 3.82 0.63
H -1.28 1.96 3.36 -0.45
H -2.04 1.32 6.24 0.37
H -0.79 2.46 5.74 0.30
H -1.61 4.07 4.10 -0.24
H -1.88 4.96 5.58 0.35
H -3.19 5.72 3.58 0.37
H -4.24 5.30 4.96 0.31
H -4.02 4.19 3.55 0.33
H 1.42 2.02 -2.03 0.23
H 1.05 0.33 -2.19 0.27
H -1.00 0.87 -2.91 0.55
H -2.21 0.93 -0.92 -0.04
H -1.42 2.44 -0.32 0.08
H -2.54 2.47 -1.66 0.47
H 3.24 6.04 0.80 0.39
H 1.72 6.64 1.43 0.75
H -0.10 6.44 -0.33 0.36
H 3.92 4.78 5.30 0.20
H 0.61 6.12 4.02 0.37
H 3.91 6.95 3.41 0.35
N 1.91 -4.37 -3.77 -0.26
C 2.21 -3.04 -3.85 0.63
N 3.51 -2.76 -4.15 -0.38
O 1.38 -2.17 -3.66 -0.63
H 2.57 -5.10 -3.93 0.14
H 0.96 -4.60 -3.56 0.17
H 3.77 -1.79 -4.21 0.23
H 4.21 -3.46 -4.31 0.15
N 2.25 -7.13 -8.06 -0.44
C 1.77 -6.06 -7.35 0.66
N 0.93 -5.24 -8.02 -0.35
O 2.08 -5.86 -6.18 -0.64
H 2.01 -7.31 -9.01 0.15
H 2.87 -7.76 -7.58 0.21
H 0.56 -4.45 -7.52 0.22
H 0.66 -5.38 -8.98 0.16
N -5.76 -4.38 4.44 -0.43
C -5.20 -3.46 3.58 0.65
N -5.98 -2.37 3.31 -0.37
O -4.09 -3.61 3.11 -0.57
H -6.68 -4.27 4.84 0.15
H -5.22 -5.19 4.66 0.22
H -5.60 -1.68 2.69 0.21
H -6.90 -2.23 3.69 0.16
N 0.00 -7.50 -4.31 -0.36
C -1.28 -7.31 -4.77 0.64
N -2.17 -8.29 -4.44 -0.40
O -1.60 -6.33 -5.43 -0.62
H 0.28 -8.29 -3.77 0.16
H 0.68 -6.79 -4.55 0.25
H -3.11 -8.18 -4.76 0.23
H -1.93 -9.10 -3.90 0.15
N 4.61 3.57 -5.18 -0.39
C 4.36 3.26 -3.87 0.68
N 3.45 4.07 -3.25 -0.24
O 4.91 2.33 -3.31 -0.66
H 4.17 4.32 -5.67 0.16
H 5.27 2.99 -5.67 0.23
H 3.22 3.89 -2.29 0.08
H 3.00 4.83 -3.72 0.17
```

---

> The lowest LUMO energy belongs to which entry?

C30H55ClN10

---

> Which value of LUMO energy does entry 1 give?

-7.5 eV